Entry 1:
Computed, not measured: a molecular structure, C36H69BrCl6F5InMgN2O4, with wB97M-V/def2-TZVPD.

Last column: Mulliken charge in e.
Atoms and positions in Å:
C -0.580 -0.071 0.960  -0.3982
O -0.386 1.016 0.031  -0.3415
C 0.471 0.501 -1.030  -0.2524
In 0.663 1.996 -2.719  1.0183
Br 3.187 2.807 -2.767  0.1242
C 0.219 1.059 -4.737  -1.1043
C 1.557 0.363 -5.218  -0.7332
C 1.758 -0.953 -4.338  1.2281
C 3.257 -1.210 -3.943  -0.2475
C 3.489 -2.561 -3.141  -0.9401
C 2.678 -2.643 -1.788  0.5197
C 2.199 -4.083 -1.375  -1.1441
C 1.270 -4.814 -2.419  -0.8786
C 0.334 -3.863 -3.255  1.0718
C -1.177 -4.392 -3.291  -1.1984
C -1.983 -3.412 -2.327  0.3259
C -3.498 -3.832 -2.230  -0.8388
N -4.439 -2.681 -2.267  0.3165
C -4.197 -1.308 -2.145  0.0135
C -5.498 -0.677 -2.215  -0.7998
C -6.503 -1.760 -2.410  -0.5854
C -5.755 -3.045 -2.429  -0.1088
C -0.562 3.883 -2.346  -0.0789
F -0.563 4.688 -3.490  -0.2132
F 0.049 4.675 -1.332  -0.1662
F -1.865 3.574 -1.988  -0.0405
H -0.511 0.295 2.014  -0.1814
H -1.587 -0.565 0.825  0.3161
H 0.202 -0.868 0.838  0.2450
H 1.501 0.297 -0.621  0.4050
H 0.004 -0.454 -1.414  0.0323
H -0.579 0.294 -4.524  0.3162
H -0.197 1.794 -5.468  0.4459
H 2.434 1.055 -5.166  0.1686
H 1.418 0.022 -6.279  0.4319
H 1.435 -1.828 -4.970  0.1180
H 1.048 -0.889 -3.476  -1.0118
H 3.728 -0.347 -3.403  0.2427
H 3.825 -1.326 -4.925  -0.0182
H 4.578 -2.584 -2.851  0.3481
H 3.258 -3.465 -3.758  0.3927
H 1.798 -1.942 -1.776  -0.6600
H 3.353 -2.276 -0.961  0.5264
H 3.133 -4.713 -1.277  0.3197
H 1.750 -4.080 -0.342  0.3804
H 1.832 -5.493 -3.111  0.3188
H 0.595 -5.497 -1.822  0.4011
H 0.282 -2.814 -2.892  -0.9187
H 0.668 -3.896 -4.330  0.3829
H -1.634 -4.249 -4.311  0.4277
H -1.269 -5.464 -2.986  0.3394
H -1.538 -3.564 -1.305  0.1851
H -1.814 -2.355 -2.637  -0.2100
H -3.647 -4.315 -1.221  0.2784
H -3.762 -4.629 -2.976  0.4338
H -3.188 -0.873 -2.005  0.3449
H -5.704 0.415 -2.123  0.4810
H -7.624 -1.664 -2.516  0.3368
H -6.156 -4.076 -2.537  0.3812
C 7.289 0.434 -7.653  -1.4133
C 6.389 0.049 -6.489  0.5227
C 7.204 -0.364 -5.273  -1.1462
O 5.539 -1.028 -6.881  -0.5351
H 7.913 -0.411 -7.958  0.3575
H 6.692 0.718 -8.522  0.3355
H 7.941 1.270 -7.389  0.3778
H 5.743 0.891 -6.230  0.2586
H 7.825 -1.236 -5.499  0.3440
H 6.545 -0.648 -4.449  0.2010
H 7.853 0.448 -4.938  0.3737
H 6.098 -1.780 -7.112  0.3421
C 0.634 2.388 7.199  -1.3702
C 2.073 2.504 6.624  1.6811
C 2.416 3.963 6.239  -1.4254
C 1.857 4.428 4.899  -0.4699
C 2.204 3.430 3.800  -1.3264
C 1.731 2.006 4.140  1.9069
N 2.226 1.552 5.481  0.6248
O 3.467 1.273 5.363  -0.4582
C 0.188 1.979 4.070  -2.1559
C 2.160 1.049 3.012  -1.8167
C 2.966 2.160 7.836  -1.7148
H -0.078 1.916 6.526  0.3423
H 0.610 1.756 8.090  0.2982
H 0.230 3.362 7.477  0.3001
H 3.505 4.079 6.196  0.4068
H 2.076 4.643 7.024  0.4207
H 0.776 4.578 4.969  0.3071
H 2.282 5.404 4.648  0.4290
H 1.756 3.758 2.859  0.4387
H 3.287 3.440 3.638  0.4020
H -0.204 1.001 4.362  0.4935
H -0.151 2.176 3.051  0.4159
H -0.290 2.740 4.685  0.4015
H 3.237 1.056 2.842  0.4035
H 1.698 1.333 2.065  0.3599
H 1.852 0.023 3.232  0.4979
H 2.847 1.117 8.136  0.3803
H 2.693 2.785 8.688  0.4058
H 4.025 2.342 7.641  0.4142
C -5.833 3.958 -2.744  0.2661
Cl -5.662 2.191 -2.786  -0.1192
Cl -7.507 4.380 -2.346  -0.1098
Cl -4.746 4.628 -1.511  -0.1126
Cl -5.414 4.631 -4.329  -0.1028
C 1.205 -0.388 11.086  -0.9468
C 0.526 0.953 11.282  -0.3187
O -0.072 1.392 10.063  -0.5033
H 1.972 -0.320 10.311  0.1891
H 1.672 -0.729 12.012  0.3683
H 0.485 -1.143 10.758  0.3170
H 1.251 1.708 11.588  0.2832
H -0.250 0.887 12.050  0.2959
H -0.720 0.727 9.801  0.2833
Mg -1.695 6.240 -1.197  0.1630
Cl -9.265 -2.070 -1.995  -0.0303
C -10.966 -1.786 -1.540  -0.5293
C -11.235 -2.124 -0.091  -0.3948
Cl -11.132 -3.875 0.222  -0.1877
H -11.597 -2.367 -2.211  0.3054
H -11.166 -0.728 -1.716  0.2739
H -12.244 -1.814 0.180  0.3082
H -10.533 -1.621 0.574  0.3183
F 3.804 3.205 -0.668  -0.5108
F -7.739 -1.721 -4.671  -0.6642

Values from the calculation:
F_max: 6.11 eV/A
Charge: 0
HOMO: -0.2158 hartree
Gap between HOMO and LUMO: 1.181 eV

=====

Entry 2:
Computed, not measured: a molecular structure, C3H5LiO3Tl, with wB97M-V/def2-TZVPD.

Last column: Mulliken charge in e.
Atoms and positions in Å:
O -0.366 0.160 1.286  -0.2986
C -0.576 -1.142 1.286  0.3615
C -0.788 0.905 0.125  -0.4329
O 0.236 -2.005 1.586  -0.4603
O 0.958 -0.353 -0.809  -0.6285
C 0.446 0.948 -0.776  -0.1348
H -1.096 1.901 0.460  0.3310
H -1.612 0.374 -0.373  0.3608
H 1.174 1.666 -0.359  0.2821
H 0.138 1.269 -1.787  0.3266
H -1.641 -1.413 1.162  0.4756
Tl 2.023 -1.158 0.610  0.9044
Li 1.103 -1.151 -2.412  0.9131

Values from the calculation:
F_max: 5.00 eV/A
Charge: +2
HOMO (spin up / spin down): -0.7026 / -0.7373 hartree
Gap between HOMO and LUMO (spin up / spin down): 10.288 / 7.727 eV
2S+1: 2
⟨S²⟩: 0.756

=====

Entry 3:
Computed, not measured: a molecular structure, C20H17N7O2Tl, with wB97M-V/def2-TZVPD.

Last column: Mulliken charge in e.
Atoms and positions in Å:
Tl 0.211 0.055 -0.991  0.6447
O 0.015 2.016 -0.009  -0.6988
C -0.477 3.223 0.052  0.7159
C -0.124 3.979 1.227  -0.3051
C -0.448 5.301 1.427  -0.5635
C -1.384 5.869 0.595  -0.4823
C -1.780 5.182 -0.561  -0.8323
C -1.272 3.919 -0.955  0.7001
C -1.571 3.442 -2.301  0.0774
N -1.599 2.173 -2.708  -0.4008
C -1.774 2.204 -4.069  -0.2291
C -1.995 3.485 -4.501  -0.5316
N -1.831 4.250 -3.372  -0.0687
H 0.336 3.431 2.023  0.4217
H -0.065 5.787 2.304  0.3871
H -1.838 6.849 0.848  0.3733
H -2.639 5.572 -1.129  0.4302
H -1.800 1.250 -4.630  0.4114
H -2.226 3.896 -5.484  0.4148
H -1.943 5.257 -3.236  0.2356
N 3.321 -3.770 1.905  -0.3148
C 2.420 -3.487 2.879  0.0141
C 2.794 -3.175 4.184  -0.5391
C 1.798 -2.930 5.133  -0.6020
C 0.475 -3.030 4.776  -0.5807
C 0.060 -3.547 3.530  1.0472
C -1.284 -3.837 3.223  -0.6582
C -1.512 -4.406 2.010  -0.4232
C -0.486 -4.754 1.151  -0.3448
N 0.769 -4.378 1.381  -0.5503
C 1.063 -3.837 2.550  0.7556
H 4.215 -3.304 1.748  0.3120
H 2.859 -3.967 1.006  0.3359
H 3.887 -3.142 4.356  0.3937
H 2.080 -2.705 6.141  0.4360
H -0.295 -2.734 5.489  0.4247
H -2.133 -3.572 3.870  0.4022
H -2.499 -4.667 1.675  0.4231
H -0.652 -5.265 0.219  0.4713
N 2.048 -0.100 -2.969  -0.6411
C 2.773 -0.596 -3.754  0.4264
N 3.554 -0.986 -4.701  -0.6193
C 3.265 -1.768 -5.700  0.4618
N 3.080 -2.269 -6.735  -0.5253
O -2.245 -0.606 -2.744  -0.6373
H -1.961 0.338 -2.607  0.5209
H -3.192 -0.648 -2.549  0.3109

Values from the calculation:
F_max: 4.65 eV/A
Charge: +1
HOMO (spin up / spin down): -0.3225 / -0.3227 hartree
Gap between HOMO and LUMO (spin up / spin down): 3.122 / 1.974 eV

=====

> What is the F_max in the third record?

4.65 eV/A

=====

> Look up the F_max of the second one.

5.00 eV/A

=====

> What is the formula in the third record?

C20H17N7O2Tl

=====

> What is the charge in the first record?

0